{
  "formula": "C48H102F5N5O6S2",
  "method": "the ωB97M-V functional and the def2-TZVPD basis",
  "total_charge": 2,
  "e_tot_ha": -3910.418735,
  "mol_weight_g_mol": 1004.50,
  "lumo_energy_ev": -4.605,
  "homo_ev": -10.94,
  "relative_energy_kj_mol": 0.00,
  "elements": ["C", "C", "C", "C", "N", "C", "C", "C", "C", "C", "C", "C", "H", "H", "H", "H", "H", "H", "H", "H", "H", "H", "H", "H", "H", "H", "H", "H", "H", "H", "H", "H", "H", "H", "H", "H", "C", "C", "C", "C", "N", "C", "C", "C", "C", "C", "C", "C", "H", "H", "H", "H", "H", "H", "H", "H", "H", "H", "H", "H", "H", "H", "H", "H", "H", "H", "H", "H", "H", "H", "H", "H", "C", "C", "C", "C", "N", "C", "C", "C", "C", "C", "C", "C", "H", "H", "H", "H", "H", "H", "H", "H", "H", "H", "H", "H", "H", "H", "H", "H", "H", "H", "H", "H", "H", "H", "H", "H", "C", "C", "C", "C", "N", "C", "C", "C", "C", "C", "C", "C", "H", "H", "H", "H", "H", "H", "H", "H", "H", "H", "H", "H", "H", "H", "H", "H", "H", "H", "H", "H", "H", "H", "H", "H", "N", "S", "O", "O", "F", "S", "O", "O", "F", "C", "O", "O", "C", "F", "F", "F", "C", "C", "H", "H", "H", "H", "H", "H"],
  "coordinates": [[-22.6077, -0.7755, 5.6886], [-22.9022, 0.5989, 5.1393], [-21.6658, 1.5810, 5.3262], [-20.5878, 1.1771, 4.3064], [-19.2788, 1.8903, 4.4619], [-19.3603, 3.4123, 4.1740], [-18.8592, 3.6010, 2.7544], [-17.6886, 2.5790, 2.7092], [-18.3855, 1.3948, 3.2826], [-18.6420, 1.6107, 5.7777], [-18.7137, 0.1784, 6.2760], [-17.7948, 0.0177, 7.5108], [-23.5241, -1.3779, 5.6519], [-22.2624, -0.7048, 6.7181], [-21.8433, -1.3085, 5.1042], [-23.7286, 1.0988, 5.6865], [-23.2523, 0.5437, 4.0904], [-21.3430, 1.4482, 6.3664], [-21.9756, 2.6236, 5.1415], [-21.0937, 1.4206, 3.3620], [-20.2871, 0.1349, 4.2561], [-18.6442, 3.8795, 4.8559], [-20.3710, 3.7238, 4.3628], [-18.4494, 4.5970, 2.6450], [-19.5525, 3.3592, 1.9690], [-16.8641, 2.9319, 3.3322], [-17.3128, 2.3893, 1.6932], [-17.7428, 0.5960, 3.6710], [-19.0422, 1.0101, 2.4833], [-19.0804, 2.2708, 6.5228], [-17.5724, 1.8399, 5.6819], [-18.3902, -0.5307, 5.4859], [-19.7447, -0.0522, 6.5674], [-16.7274, 0.1051, 7.2920], [-17.9824, -0.9496, 7.9985], [-18.0455, 0.8064, 8.2118], [-26.3739, -0.6468, 3.2169], [-26.3398, 0.6953, 2.4233], [-27.2215, 1.7019, 3.1820], [-26.6998, 1.8685, 4.6182], [-27.1324, 3.0727, 5.3032], [-26.6194, 4.3005, 4.5436], [-25.8027, 5.1582, 5.5757], [-25.3238, 4.0369, 6.5203], [-26.5922, 3.2269, 6.7074], [-28.6442, 3.0642, 5.2843], [-29.2625, 1.8435, 5.9670], [-30.7939, 2.1647, 6.0983], [-25.8221, -0.5537, 4.1528], [-25.8866, -1.4449, 2.6521], [-27.4054, -0.9130, 3.4033], [-26.6840, 0.5391, 1.4016], [-25.3219, 1.1122, 2.3761], [-28.1866, 1.1997, 3.2483], [-27.4292, 2.6541, 2.6893], [-25.6006, 1.9141, 4.5724], [-26.9576, 0.9036, 5.0774], [-27.4528, 4.8701, 4.1425], [-25.9398, 4.0354, 3.7338], [-26.4437, 5.8559, 6.1163], [-24.9727, 5.7047, 5.0944], [-24.9446, 4.4832, 7.4467], [-24.5229, 3.4665, 6.0522], [-27.3434, 3.8670, 7.1538], [-26.5463, 2.2301, 7.1846], [-28.8658, 3.0402, 4.2083], [-29.0316, 3.9826, 5.7236], [-28.8939, 1.6680, 6.9819], [-29.1508, 0.8999, 5.4300], [-31.1927, 2.2437, 5.0821], [-30.9491, 3.0842, 6.6420], [-31.3456, 1.3307, 6.5430], [-22.1716, -4.5202, 9.5971], [-21.8836, -3.4775, 8.5331], [-21.6170, -2.1112, 9.2080], [-22.9151, -1.4848, 9.5886], [-22.9366, -0.2046, 10.3960], [-24.3976, 0.2182, 10.6087], [-24.6771, 1.3182, 9.5382], [-23.4293, 1.3416, 8.6594], [-22.3510, 0.9482, 9.6437], [-22.1924, -0.4103, 11.6693], [-22.6595, -1.4783, 12.5745], [-22.0184, -1.2968, 13.9430], [-21.3403, -4.5068, 10.3185], [-22.1703, -5.4978, 9.0939], [-23.1441, -4.3862, 10.0834], [-22.7442, -3.3706, 7.8503], [-21.0351, -3.7372, 7.8928], [-21.0674, -1.3778, 8.6021], [-20.9754, -2.2458, 10.0786], [-23.5073, -2.1692, 10.1703], [-23.4983, -1.3102, 8.7050], [-24.4932, 0.6176, 11.6168], [-24.9642, -0.7214, 10.5035], [-24.8115, 2.2479, 10.0882], [-25.5930, 1.0424, 9.0059], [-23.2346, 2.3290, 8.2126], [-23.5217, 0.5909, 7.8653], [-22.0965, 1.7799, 10.2705], [-21.4288, 0.5385, 9.2271], [-22.2807, 0.5503, 12.1893], [-21.1254, -0.5893, 11.4443], [-22.3849, -2.4596, 12.1564], [-23.7537, -1.5200, 12.6063], [-22.3720, -1.9474, 14.7307], [-22.2261, -0.2588, 14.2582], [-20.9324, -1.4232, 13.8799], [-34.0135, -3.2982, 13.6463], [-32.9606, -2.2031, 13.6293], [-32.1476, -2.1292, 12.2709], [-31.0854, -1.1263, 12.3977], [-30.2358, -1.0058, 11.1522], [-29.0586, -0.0240, 11.3009], [-29.5074, 1.2459, 10.5157], [-30.2550, 0.5370, 9.2995], [-31.1423, -0.4626, 10.0579], [-29.7013, -2.3546, 10.7952], [-28.7941, -2.9260, 11.8521], [-28.2693, -4.2575, 11.3354], [-34.5636, -3.2719, 12.6914], [-34.6867, -3.2681, 14.4900], [-33.4957, -4.2645, 13.6245], [-32.2013, -2.3525, 14.4306], [-33.3926, -1.2169, 13.8193], [-32.8618, -1.8982, 11.4922], [-31.7383, -3.1105, 12.0502], [-30.4175, -1.4688, 13.1786], [-31.4360, -0.1175, 12.6099], [-28.2273, -0.4856, 10.7718], [-28.8216, 0.0609, 12.3618], [-28.6197, 1.7779, 10.1239], [-30.1255, 1.8805, 11.1358], [-29.5862, 0.0020, 8.6068], [-30.8861, 1.2298, 8.7480], [-31.5997, -1.2643, 9.4723], [-31.9304, 0.1960, 10.4544], [-29.1518, -2.2709, 9.8618], [-30.5462, -3.0239, 10.6342], [-29.3440, -3.1243, 12.7787], [-27.9037, -2.3535, 12.1326], [-27.6775, -4.7433, 12.0988], [-27.7410, -4.1584, 10.3935], [-29.1052, -4.9491, 11.1536], [-35.2923, -1.0400, 7.4021], [-34.3886, -0.5825, 6.1966], [-34.3623, -1.5562, 5.1247], [-33.2051, 0.1116, 6.5226], [-35.3566, 0.6223, 5.6252], [-35.2476, -2.3271, 8.3033], [-33.9910, -2.4303, 8.9983], [-35.9031, -3.4965, 7.8150], [-36.3558, -1.8141, 9.3911], [-27.3484, -1.3907, 7.2139], [-28.5927, -1.7620, 7.6382], [-26.7354, -0.3569, 7.7708], [-26.4623, -2.6896, 7.3139], [-26.5512, -3.6045, 6.2791], [-25.1307, -2.4679, 7.3618], [-26.7860, -3.3653, 8.4265], [-29.2005, -2.6977, 6.7534], [-30.7153, -2.7578, 6.8318], [-31.0098, -2.9756, 7.8691], [-31.2248, -1.8298, 6.5468], [-31.0765, -3.6117, 6.2421], [-28.8108, -3.7169, 6.8919], [-28.9928, -2.4448, 5.6927], [-27.4780, -1.2557, 6.1404]],
  "forces_ev_per_angstrom": [[-0.339, -0.432, -0.385], [0.258, 1.635, 0.142], [-0.555, -1.403, -0.393], [-0.890, 0.754, 0.304], [0.290, 0.452, -2.062], [0.328, -0.723, 0.034], [1.504, -0.251, 0.397], [-0.283, 0.881, -0.051], [0.044, -1.137, 0.264], [0.756, -0.252, 0.345], [0.339, -0.542, -0.067], [-0.516, -0.141, -0.227], [0.278, -0.012, 0.192], [0.014, -0.138, 0.137], [-0.179, 0.155, 0.156], [0.251, -0.572, -0.164], [0.381, 0.100, 0.320], [0.021, 0.294, -0.144], [0.157, -0.401, 0.195], [0.894, 0.088, -0.197], [-0.525, -0.204, 0.342], [-0.343, 0.022, 0.029], [-0.263, 0.287, 0.179], [-0.325, 0.311, -0.233], [-0.560, 0.134, -0.179], [0.044, -0.060, -0.058], [-0.154, 0.028, 0.406], [-0.222, 0.140, -0.190], [0.087, -0.117, 0.677], [-0.034, 0.191, -0.066], [-0.287, 0.387, -0.108], [-0.310, 0.297, 0.388], [0.175, -0.210, -0.130], [-0.186, -0.070, -0.171], [0.150, 0.313, -0.185], [0.036, 0.100, 0.361], [0.862, 0.616, -0.912], [0.192, 0.032, 0.827], [-0.492, -0.303, -0.044], [1.452, -1.719, -1.421], [-0.720, 0.992, -0.201], [0.586, 1.403, 0.661], [-0.075, -1.195, -0.513], [0.038, 0.875, 0.326], [0.049, -0.480, -0.287], [-0.114, -0.923, -0.372], [-1.387, 0.580, 0.718], [0.808, -1.074, -0.892], [-0.160, -0.109, 0.127], [-0.181, 0.025, 0.012], [-0.204, -0.252, 0.176], [-0.104, 0.114, 0.077], [-0.055, -0.281, -0.127], [-0.301, 0.186, 0.028], [0.460, -0.075, -0.268], [-0.174, -0.030, 0.123], [0.013, 0.908, 0.934], [-0.105, -0.243, -0.099], [-0.299, -0.434, 0.081], [0.067, 0.010, -0.092], [-0.520, -0.228, 0.173], [-0.107, -0.391, -0.009], [0.061, -0.178, 0.009], [-0.027, -0.067, 0.648], [0.029, 0.420, -0.188], [-0.371, 0.245, 0.490], [0.267, 0.086, 0.013], [0.380, 0.120, -0.138], [0.164, 0.200, -0.171], [-0.190, 0.280, 0.168], [-0.168, 0.247, 0.195], [0.173, 0.293, 0.044], [0.512, -0.630, -0.547], [-0.321, 1.092, -0.240], [0.877, 0.589, -0.019], [-0.946, 0.086, 0.114], [0.005, 0.140, 0.313], [0.197, -0.463, -0.443], [-0.461, -0.809, 0.645], [-0.115, 0.054, -0.217], [0.645, -1.003, -1.145], [0.861, 1.329, 0.106], [-0.681, -1.931, 0.076], [0.113, 0.962, -0.013], [-0.451, -0.189, 0.025], [-0.140, 0.125, 0.445], [0.277, 0.004, 0.005], [0.231, -0.067, 0.186], [-0.004, -0.127, 0.315], [0.032, -0.435, -0.415], [0.024, -0.260, 0.144], [-0.211, -0.332, 0.320], [-0.404, 0.229, -0.472], [0.055, -0.165, 0.031], [-0.188, 0.722, -0.030], [0.011, 0.199, -0.209], [0.107, 0.061, -0.140], [-0.056, -0.361, 0.124], [-0.037, 0.317, 0.111], [-0.031, 0.174, 0.816], [0.051, 0.422, -0.238], [0.209, -0.037, -0.070], [-0.444, 0.355, -0.140], [0.035, 0.142, 0.145], [0.032, 0.252, 0.323], [-0.259, -0.301, -0.116], [0.229, -0.383, 0.159], [-0.132, 0.079, 0.002], [0.653, -0.402, -1.259], [1.288, 0.323, -0.152], [-2.219, -0.720, 1.134], [1.426, 0.579, 0.136], [-0.635, 0.168, -0.007], [-0.864, 0.321, -0.584], [0.873, -1.842, -1.176], [-0.006, 0.079, 0.960], [0.393, 1.170, -0.877], [0.328, 0.131, -0.182], [0.269, -0.906, 0.444], [-0.866, -0.655, 0.046], [-0.184, 0.111, 0.487], [-0.112, 0.127, 0.148], [-0.185, 0.013, 0.232], [-0.528, -0.018, -0.238], [-0.098, -0.035, -0.084], [-0.154, 0.064, -0.418], [-0.072, -0.162, 0.190], [0.198, 0.378, 0.332], [-0.104, -0.048, 0.138], [0.054, 0.050, 0.001], [-0.113, 0.215, -0.107], [-0.445, -0.078, 0.463], [-0.283, 0.250, -0.160], [0.123, 0.447, 0.385], [0.026, -0.012, -0.058], [0.170, 0.087, 0.144], [0.073, -0.842, 0.521], [-0.074, 0.235, -0.270], [0.162, 0.130, -0.121], [0.072, 0.068, -0.079], [-0.360, 0.521, -0.241], [0.452, -0.068, 0.004], [0.278, 0.037, 0.045], [0.118, 0.173, -0.053], [0.337, 0.372, -0.318], [-3.578, -1.711, -1.403], [0.428, 1.062, 0.932], [1.585, 0.739, 0.671], [0.997, -1.257, 0.764], [-1.355, 1.061, 0.028], [-0.086, -0.260, 0.291], [0.784, 0.225, -0.158], [1.367, -0.171, -0.546], [2.594, 0.448, -1.582], [-2.153, -0.228, 0.964], [-0.441, 0.126, 0.839], [0.278, -1.090, -0.530], [-0.381, 0.829, 0.477], [0.326, 0.531, 0.318], [0.300, -0.236, 0.361], [-0.839, -0.579, -1.260], [-0.094, -0.008, 1.212], [-0.114, 0.020, -0.170], [0.163, -0.214, -0.149], [0.083, 0.430, -0.025], [0.047, 0.339, 0.227], [0.411, 0.123, 0.465], [0.183, 0.164, -1.055]],
  "lowdin_charge": [-0.09, -0.24, -0.15, -0.14, -0.20, -0.06, -0.13, -0.14, -0.10, -0.15, -0.23, -0.07, 0.08, 0.05, 0.09, 0.08, 0.11, 0.09, 0.11, 0.15, 0.12, 0.14, 0.11, 0.13, 0.12, 0.13, 0.14, 0.14, 0.14, 0.14, 0.15, 0.13, 0.09, 0.09, 0.08, 0.07, -0.08, -0.21, -0.19, -0.17, -0.22, -0.07, -0.12, -0.16, -0.07, -0.12, -0.19, -0.07, 0.05, 0.08, 0.08, 0.11, 0.10, 0.11, 0.12, 0.12, 0.11, 0.13, 0.13, 0.12, 0.13, 0.12, 0.09, 0.14, 0.12, 0.13, 0.14, 0.09, 0.11, 0.09, 0.08, 0.04, -0.09, -0.23, -0.19, -0.14, -0.20, -0.04, -0.12, -0.15, -0.10, -0.17, -0.24, -0.07, 0.09, 0.09, 0.08, 0.11, 0.12, 0.09, 0.11, 0.12, 0.11, 0.13, 0.14, 0.12, 0.07, 0.12, 0.09, 0.14, 0.12, 0.14, 0.15, 0.12, 0.12, 0.08, 0.09, 0.09, -0.10, -0.23, -0.18, -0.15, -0.20, -0.07, -0.10, -0.12, -0.08, -0.15, -0.23, -0.08, 0.09, 0.07, 0.08, 0.11, 0.11, 0.11, 0.11, 0.12, 0.15, 0.12, 0.13, 0.11, 0.11, 0.09, 0.10, 0.12, 0.15, 0.12, 0.13, 0.11, 0.11, 0.08, 0.06, 0.09, -0.33, 0.52, -0.30, -0.32, -0.21, 0.52, -0.33, -0.27, -0.22, -0.57, -0.11, -0.18, -0.50, 0.09, 0.09, 0.12, -0.25, -0.04, 0.07, 0.07, 0.10, 0.12, 0.12, 0.11]
}